No. 1
# C18H37AsFIrNSSbSi

C18H37AsFIrNSSbSi as an isolated structure (ωB97M-V/def2-TZVPD, the OMol25 dataset).

Last column: Löwdin spin population.
Cartesian coordinates (Å):
C (4.78, 2.83, -1.24)  0.00
H (0.31, 0.71, -4.20)  0.00
C (-0.90, 3.54, -1.79)  0.01
H (5.16, -0.33, -1.96)  0.00
H (-0.33, 3.02, 3.76)  0.01
H (3.16, 1.72, -2.21)  0.00
C (5.02, -1.07, -1.17)  0.00
H (5.54, 2.07, -1.41)  0.00
H (-1.81, 5.29, 2.15)  0.00
Sb (3.09, 0.78, 0.28)  -0.01
H (2.15, -2.14, 3.74)  0.00
H (0.89, -1.08, 4.45)  0.00
H (-2.54, -3.27, 2.86)  0.00
H (-1.38, 4.64, -3.53)  0.00
C (-0.97, 3.72, -3.13)  0.00
C (-0.01, 1.50, -3.53)  0.00
C (3.37, 2.25, -1.27)  0.00
Si (-1.15, 3.08, 1.42)  0.00
H (4.88, 3.57, -2.03)  0.00
F (0.60, 0.20, -1.74)  0.02
C (-2.65, 2.01, 1.69)  0.00
H (-0.60, 5.45, 0.87)  0.00
H (4.75, -0.92, 2.49)  0.00
Ir (0.55, 0.57, 1.15)  0.77
C (0.42, -4.61, 2.48)  0.00
H (-0.59, 2.86, -5.08)  0.00
H (0.37, -5.22, 3.38)  0.00
S (-0.03, -1.70, 1.04)  0.01
C (3.59, -1.10, -0.64)  0.00
H (-1.23, 4.31, -1.12)  0.00
H (-2.21, -1.88, 3.93)  0.00
C (-0.35, 2.32, -1.21)  0.02
H (2.61, 3.02, -1.12)  0.00
C (1.15, -2.10, 4.18)  0.00
C (-0.53, 2.70, -4.01)  0.03
H (3.44, -1.85, 0.13)  0.00
H (1.14, -2.73, 5.07)  0.00
C (0.10, 1.33, -2.18)  0.02
H (4.47, 2.14, 2.11)  0.00
C (4.58, 0.10, 2.87)  0.00
H (5.00, 3.34, -0.30)  0.00
C (-1.88, -2.87, 3.62)  0.01
C (0.08, 2.76, 2.78)  0.05
H (1.44, -4.61, 2.09)  0.00
H (5.26, -2.04, -1.60)  0.00
C (-1.48, 4.88, 1.19)  0.00
H (-3.42, 2.24, 0.95)  0.00
H (-2.29, 5.06, 0.48)  0.00
H (-2.41, 0.95, 1.60)  0.00
H (5.55, 1.10, 1.18)  0.00
H (5.38, 0.31, 3.58)  0.00
H (3.64, 0.12, 3.41)  0.00
H (-3.05, 2.21, 2.68)  0.00
H (-0.26, -5.00, 1.73)  0.00
N (-0.30, 2.15, 0.08)  0.02
As (-0.10, -2.82, 2.92)  0.02
H (2.85, -1.25, -1.43)  0.00
H (1.01, 3.31, 2.65)  0.00
H (-1.86, -3.54, 4.48)  0.00
H (0.31, 1.67, 2.85)  0.01
H (5.75, -0.89, -0.37)  0.00
C (4.62, 1.13, 1.74)  -0.01

Summary:
- orbital gap (alpha / beta) (Ha) = 0.19087 / 0.19573
- expectation value of S² = 0.772
- multiplicity = 2
- LUMO energy (alpha / beta) (eV) = -12.1 / -11.9
- highest occupied orbital energy (alpha / beta) (eV) = -17.257 / -17.270
- charge = +3
- E (eV) = -112374.1217
- ΔE to the lowest compared entry with this formula, charge and spin (kJ/mol) = 95.9


No. 2
# C18H37BBr12FNO2

A 7-piece molecular cluster, C18H37BBr12FNO2 overall (ωB97M-V/def2-TZVPD, the OMol25 dataset).

Last column: Mulliken charge in e.
Cartesian coordinates (Å):
H (-0.71, -7.53, -4.21)  0.52
H (6.15, -5.05, -2.50)  0.37
Br (0.66, -6.97, 2.70)  -0.12
C (-1.07, -5.60, -5.12)  -0.54
H (0.11, 5.13, -1.82)  0.31
C (-0.98, -6.52, -3.93)  -0.38
Br (-2.68, -6.65, -2.98)  -0.15
H (5.69, -6.73, -0.59)  0.36
H (3.97, -6.63, -1.03)  0.06
B (-0.52, 2.18, -0.23)  0.35
C (1.01, 3.52, 8.99)  -0.63
H (-5.02, 8.39, -2.43)  0.30
C (5.34, -5.77, -2.47)  -0.58
H (-1.20, 4.96, 0.24)  0.03
Br (0.23, -2.17, -2.73)  -0.13
Br (3.88, -4.99, -3.48)  -0.12
N (-1.03, 0.85, -0.35)  -0.35
C (0.02, 2.99, -1.46)  -0.64
H (-0.24, -4.19, -1.37)  -0.03
C (1.59, 3.96, 7.67)  -0.61
H (5.63, -6.66, -3.01)  0.34
C (-1.69, 4.83, -0.73)  0.19
H (-0.94, -8.27, -0.54)  0.30
H (-0.06, 2.35, -2.35)  0.23
H (-0.07, -5.38, -5.49)  0.38
C (-2.21, 6.18, -1.15)  0.14
C (-0.14, -7.96, 0.13)  -0.52
C (-5.12, 7.40, -2.87)  -1.23
C (2.72, 4.51, 3.63)  -0.06
Br (0.47, 5.03, 10.09)  -0.13
H (1.76, 2.98, 9.57)  0.36
H (-1.67, -3.70, -2.31)  0.20
Br (-2.03, -6.41, -6.61)  -0.16
C (-0.87, -3.35, -1.65)  -0.02
C (-3.80, 6.65, -2.85)  -0.16
H (-2.99, 7.30, -3.18)  0.34
H (-0.29, -6.14, -3.20)  -0.01
H (-5.49, 7.49, -3.90)  0.37
H (3.15, 5.49, 3.77)  0.43
H (0.86, 5.00, 2.68)  0.38
H (-5.87, 6.85, -2.28)  0.31
Br (4.20, 3.27, 3.43)  -0.15
H (-1.26, 0.44, 0.55)  0.21
Br (0.21, 4.59, 6.45)  -0.13
H (-1.11, 4.32, -2.76)  0.34
H (-2.53, 4.14, -0.64)  0.32
Br (1.03, -6.83, -0.94)  -0.09
H (2.30, 4.77, 7.79)  0.40
H (0.13, 2.90, 8.87)  0.38
C (-0.69, -7.23, 1.32)  -0.48
O (-3.53, 6.19, -1.52)  -0.30
H (-2.22, -3.26, 0.01)  0.45
Br (-0.09, -2.37, 0.92)  -0.15
H (2.19, 4.20, 4.53)  -0.20
H (-3.84, 5.79, -3.53)  0.27
C (-0.66, 4.35, -1.77)  -0.58
C (4.93, -6.11, -1.06)  -0.37
H (-1.49, -7.80, 1.78)  0.37
C (-1.44, -2.65, -0.45)  -0.83
H (-0.36, 0.23, -0.80)  0.12
H (2.07, 3.12, 7.18)  0.36
H (1.54, 3.45, 2.15)  0.27
H (0.45, -8.83, 0.41)  0.40
H (1.10, 3.15, -1.31)  0.29
O (-1.54, 7.18, -1.17)  -0.58
H (-1.05, -6.24, 1.05)  0.22
F (-0.53, 2.75, 1.01)  -0.29
H (-1.58, -4.67, -4.89)  0.31
H (-1.85, -1.67, -0.70)  0.53
Br (2.52, 5.36, 0.89)  -0.16
Br (4.74, -4.54, 0.05)  -0.10
C (1.78, 4.47, 2.45)  -0.50

Summary:
- orbital gap (Ha) = 0.37179
- SMILES = CCOC(=O)CCCB(N)F.BrCCBr.BrCCBr.BrCCBr.BrCCBr.BrCCBr.BrCCBr
- LUMO energy (eV) = 0.2
- highest occupied orbital energy (eV) = -9.927
- E (eV) = -868758.8913


No. 3
# C18H37BF4LaN3O6P

C18H37BF4LaN3O6P as an isolated structure (ωB97M-V/def2-TZVPD, the OMol25 dataset).

Last column: Mulliken charge in e.
Cartesian coordinates (Å):
H (-0.97, -4.20, 0.97)  0.24
C (1.94, -3.37, 2.05)  -0.63
H (0.33, -3.65, 3.46)  0.52
N (-0.86, 4.41, 0.30)  0.17
H (4.35, -2.26, 0.52)  0.29
C (1.43, -1.35, -3.18)  -0.45
C (-2.44, 1.86, 0.39)  -1.10
H (-1.82, -1.56, -2.33)  0.25
F (0.13, 0.47, 1.88)  -0.53
H (4.71, 0.09, 1.06)  0.52
C (3.70, -0.30, 1.18)  -0.88
N (-2.16, 3.96, -1.70)  0.20
O (2.38, -2.31, 1.15)  -0.21
H (2.14, 1.61, -1.91)  0.14
P (-0.86, 1.79, -0.58)  1.56
H (2.95, 0.73, -3.21)  0.55
H (-3.85, 3.24, 1.04)  0.38
La (0.52, -0.81, 0.25)  2.57
H (-4.02, 3.07, -1.39)  0.38
H (4.14, -2.08, 2.27)  0.56
H (-2.81, -2.92, -1.78)  0.52
H (0.32, 2.92, 1.24)  0.60
H (1.71, -4.25, 1.44)  0.27
F (-0.12, 1.99, 4.00)  -0.23
H (-2.20, 2.06, -2.62)  0.49
H (-0.87, -4.30, -1.36)  0.30
C (0.72, -2.88, 2.80)  -0.68
C (-1.87, -2.40, -1.64)  -0.87
H (-1.83, -3.73, 2.46)  0.57
H (0.51, -1.32, -3.77)  0.32
C (3.53, 0.17, -1.22)  -0.32
H (4.36, 0.88, -1.18)  0.50
H (-2.86, -1.84, 1.43)  0.33
H (-2.53, 5.17, 1.27)  0.38
H (-0.67, 2.92, -2.75)  0.41
H (3.25, 0.15, 2.06)  0.33
C (3.73, -1.81, 1.29)  -0.62
O (2.87, 0.11, 0.05)  -0.37
C (1.56, -2.66, -2.45)  -0.87
H (3.93, -0.81, -1.50)  0.29
H (-1.73, 3.81, 2.10)  0.41
H (2.27, -1.22, -3.86)  0.55
H (-3.19, 1.23, -0.09)  0.51
H (1.50, -3.49, -3.16)  0.54
C (-1.50, 2.70, -2.08)  -1.38
C (-2.40, -2.57, 0.77)  -0.88
N (-3.00, 3.26, 0.48)  0.00
H (-1.74, 5.86, -0.92)  0.33
F (-2.00, 0.80, 3.42)  -0.26
C (2.51, 0.64, -2.21)  -0.91
H (2.50, -2.73, -1.92)  0.24
C (-1.37, -3.36, 1.54)  -0.51
H (-0.36, 5.03, -1.64)  0.38
C (-0.73, -3.36, -1.90)  -0.52
H (-3.17, -3.24, 0.39)  0.52
C (-3.35, 3.79, -0.94)  -0.76
O (0.52, -2.79, -1.45)  -0.61
F (-0.23, -0.29, 4.42)  -0.19
C (-1.25, 4.89, -1.03)  -0.93
H (2.71, -3.62, 2.77)  0.61
C (0.00, 3.22, 0.24)  -1.24
O (-1.81, -1.81, -0.32)  -0.29
H (-0.70, -3.58, -2.96)  0.61
H (-3.86, 4.74, -0.79)  0.38
O (-0.31, -2.44, 1.87)  -0.08
H (-2.28, 1.50, 1.40)  0.36
O (1.36, -0.25, -2.24)  -0.22
B (-0.74, 0.82, 3.88)  0.63
C (-1.99, 4.23, 1.14)  -0.75
H (0.89, 3.47, -0.34)  0.43
H (0.98, -2.01, 3.39)  0.17

Summary:
- orbital gap (Ha) = 0.35159
- LUMO energy (eV) = -7.5
- highest occupied orbital energy (eV) = -17.071
- charge = +3
- E (eV) = -57699.7888
- ΔE to the lowest compared entry with this formula, charge and spin (kJ/mol) = 104.5


Which maximum force belongs to each record? In order, 2.57; 1.16; 2.04 eV Å⁻¹.